No. 1
{
  "formula": "C18H18O3",
  "method": "ωB97M-V/def2-TZVPD",
  "elements": ["O", "C", "C", "C", "C", "C", "C", "C", "H", "H", "O", "C", "C", "H", "H", "C", "H", "O", "H", "H", "H", "H", "C", "H", "H", "C", "C", "C", "C", "C", "C", "C", "H", "H", "H", "H", "H", "H", "H"],
  "coordinates": [[0.971, -2.963, -0.249], [-0.076, -2.351, -0.622], [0.013, -0.944, -1.056], [1.049, -0.082, -0.307], [1.190, 1.422, -0.414], [0.594, 1.970, -1.527], [-0.219, 1.202, -2.219], [-0.737, -0.094, -2.047], [-1.429, -0.631, -2.647], [-1.033, 1.680, -2.968], [0.517, 3.238, -2.042], [1.669, 3.910, -2.476], [2.921, 3.562, -1.335], [3.426, 2.461, -1.953], [3.609, 4.331, -1.575], [2.730, 3.226, -0.064], [1.846, 3.912, 0.394], [2.319, 1.889, 0.223], [3.304, 3.310, 0.569], [1.977, 3.436, -3.453], [1.516, 4.978, -2.348], [1.839, -0.577, 0.246], [-1.367, -2.920, -0.981], [-1.159, -3.958, -0.646], [-1.930, -2.756, -2.063], [-2.476, -2.178, 0.003], [-1.900, -1.949, 1.573], [-2.059, -3.201, 2.110], [-1.343, -3.041, 3.513], [-0.912, -1.914, 4.055], [-1.030, -0.771, 3.105], [-1.523, -0.720, 1.916], [-1.427, 0.008, 1.249], [-0.522, 0.263, 3.667], [-0.548, -1.762, 5.059], [-1.550, -4.061, 3.997], [-2.527, -3.993, 1.876], [-3.147, -2.808, -0.095], [-2.580, -1.122, -0.467]],
  "forces_ev_per_a": [[-3.717, 1.470, -0.372], [3.981, 0.094, -2.423], [2.679, 6.550, 1.359], [-2.210, 0.788, -2.000], [2.370, -4.393, -0.282], [0.561, 1.867, 0.421], [-7.973, -3.079, -4.461], [4.211, -2.257, 3.581], [-0.733, 0.407, -0.729], [2.656, -0.247, 1.388], [-0.134, 1.407, 0.881], [2.314, -2.283, 3.056], [1.432, -2.234, -11.831], [-1.068, 3.218, 1.931], [1.004, 0.667, 0.308], [-15.006, -1.415, -2.238], [1.331, -1.011, -0.875], [-1.343, -0.646, -0.341], [11.605, 2.172, 10.506], [-0.075, 1.312, 0.790], [-0.264, -0.033, -0.854], [-0.385, -0.009, 0.381], [-2.585, -0.519, 0.712], [-1.240, 0.008, -0.704], [2.363, -0.654, 2.520], [9.149, 7.568, 0.542], [-5.435, -6.411, -8.504], [7.473, 9.856, 7.917], [-4.252, -6.257, -2.120], [-0.350, 2.781, -2.645], [4.528, 3.825, 9.018], [0.317, -1.979, 1.064], [0.042, 3.203, -2.443], [-1.580, -2.744, -1.930], [0.107, -0.120, -0.119], [1.190, 1.732, 0.310], [-3.044, -5.531, -2.196], [-7.337, -5.145, -0.271], [-0.580, -1.957, 0.650]],
  "lowdin_charge": [0.06, -0.42, -0.09, 0.14, -0.14, -0.28, -0.06, -0.01, 0.08, 0.18, -0.08, -0.10, -0.12, 0.22, 0.09, -0.26, 0.20, -0.02, 0.01, 0.13, 0.11, 0.11, -0.10, 0.12, 0.18, -0.05, -0.21, 0.05, -0.06, -0.09, -0.08, -0.11, 0.08, 0.17, 0.10, 0.11, 0.03, -0.01, 0.12],
  "orbital_gap_ev": 8.6,
  "homo_ev": -8.53
}

=====

No. 2
{
  "formula": "C25H21BrCl2CsF6N8O3PS",
  "method": "ωB97M-V/def2-TZVPD",
  "elements": ["Cs", "N", "C", "S", "N", "N", "C", "C", "C", "C", "C", "C", "N", "H", "H", "H", "H", "H", "H", "H", "O", "C", "N", "C", "O", "C", "C", "C", "C", "C", "N", "C", "C", "C", "C", "C", "N", "H", "H", "H", "H", "H", "H", "H", "H", "O", "C", "C", "C", "N", "C", "Br", "C", "H", "H", "H", "H", "F", "P", "F", "F", "F", "F", "F", "Cl", "C", "Cl", "H", "H"],
  "coordinates": [[-18.080, 2.253, -11.497], [-12.841, -0.776, -11.594], [-13.863, 0.086, -11.556], [-14.742, 0.521, -12.895], [-13.883, 0.706, -10.265], [-14.865, 1.595, -10.090], [-14.841, 2.042, -8.875], [-15.709, 3.055, -8.321], [-15.706, 3.163, -6.940], [-16.584, 4.064, -6.305], [-17.409, 4.826, -7.110], [-17.342, 4.654, -8.511], [-16.513, 3.796, -9.096], [-12.691, -1.352, -12.406], [-12.367, -1.063, -10.738], [-14.092, 1.564, -8.251], [-15.056, 2.596, -6.299], [-16.591, 4.143, -5.217], [-18.110, 5.537, -6.689], [-17.984, 5.210, -9.182], [-21.531, 2.686, -7.545], [-20.772, 2.757, -8.509], [-19.640, 2.031, -8.663], [-18.992, 1.666, -7.565], [-19.000, 2.146, -6.450], [-18.096, 0.434, -7.702], [-17.872, -0.282, -6.513], [-17.066, -1.404, -6.560], [-16.527, -1.761, -7.788], [-16.791, -0.987, -8.899], [-17.572, 0.100, -8.886], [-21.112, 3.742, -9.598], [-22.037, 4.758, -9.325], [-22.333, 5.678, -10.290], [-21.689, 5.607, -11.501], [-20.827, 4.562, -11.733], [-20.534, 3.674, -10.793], [-18.274, 0.139, -5.612], [-16.955, -2.017, -5.671], [-15.807, -2.590, -7.900], [-16.347, -1.250, -9.847], [-22.437, 4.811, -8.350], [-22.989, 6.512, -10.049], [-21.846, 6.290, -12.308], [-20.292, 4.480, -12.667], [-21.323, -3.244, -15.319], [-20.890, -2.208, -14.537], [-21.041, -2.220, -13.157], [-20.565, -1.159, -12.432], [-20.040, -0.079, -13.004], [-19.919, -0.109, -14.319], [-19.188, 1.454, -15.063], [-20.349, -1.108, -15.156], [-21.688, -3.940, -14.769], [-21.440, -3.089, -12.652], [-20.607, -1.099, -11.369], [-20.156, -1.050, -16.221], [-18.294, 4.863, -14.075], [-17.969, 6.454, -13.834], [-17.421, 6.480, -15.365], [-18.476, 6.267, -12.306], [-17.623, 8.002, -13.626], [-16.461, 5.992, -13.323], [-19.494, 6.821, -14.311], [-15.845, -4.192, -10.769], [-16.137, -3.381, -12.314], [-17.590, -2.433, -12.367], [-16.210, -4.149, -13.045], [-15.332, -2.726, -12.537]],
  "forces_ev_per_a": [[0.431, -0.151, 0.000], [0.694, -1.211, 0.381], [-0.076, 1.587, 0.409], [-0.074, -0.383, 0.431], [-0.869, -0.078, -0.677], [0.454, -0.657, -1.160], [0.354, -0.013, 0.207], [-0.159, -0.108, 0.431], [-0.692, 1.008, 1.038], [0.419, -0.263, -0.631], [0.036, -0.103, -0.324], [0.521, -0.490, 0.389], [-0.370, 0.128, -0.167], [-0.143, 0.239, -0.043], [-0.383, 0.392, -0.320], [-0.030, 0.179, 0.554], [0.274, -0.401, -0.154], [-0.102, -0.013, -0.376], [0.004, -0.088, -0.050], [-0.062, 0.128, 0.019], [-0.250, 0.157, -0.343], [0.093, -0.056, 0.864], [-0.075, 0.324, -0.913], [0.316, -1.195, -0.577], [-0.076, 0.977, 1.321], [0.001, 0.102, -0.063], [0.521, 0.116, -0.772], [-0.638, 0.018, 0.045], [0.996, -0.643, -0.050], [-0.138, 0.287, 0.050], [-0.101, -0.296, 0.393], [-0.572, 0.714, -0.546], [0.765, -0.906, 0.008], [-0.116, 0.939, 0.164], [-0.243, -0.149, -0.739], [0.195, -0.005, 0.453], [0.225, -0.706, 0.212], [-0.242, -0.102, 0.240], [0.323, 0.062, -0.078], [-0.645, 0.327, 0.146], [0.063, 0.017, -0.202], [-0.524, -0.027, 0.870], [-0.032, -0.149, -0.166], [-0.159, 0.524, -0.188], [0.039, -0.019, -0.226], [0.304, 0.415, -0.013], [-0.801, -0.724, -0.229], [0.134, -0.639, 0.142], [-0.084, 0.624, -0.415], [0.417, -0.079, -0.293], [-0.213, 0.802, 0.545], [0.236, 0.318, -0.282], [0.605, -0.122, -0.410], [-0.051, -0.081, 0.171], [-0.116, -0.046, 0.014], [-0.170, -0.257, 0.702], [-0.255, -0.115, 0.110], [-0.379, -0.286, 0.092], [0.789, -1.424, -0.324], [-0.279, 0.546, 0.290], [-0.153, 0.523, 0.060], [-0.077, -0.144, 0.107], [-0.570, 0.606, -0.257], [0.651, -0.021, 0.169], [0.022, 0.072, 0.199], [-0.060, -0.226, 0.171], [-0.606, 0.285, 0.139], [-0.049, -0.516, -0.547], [0.750, 0.474, 0.000]],
  "lowdin_spin": [0.00, 0.01, 0.02, 0.16, 0.43, 0.02, 0.21, 0.01, 0.06, -0.01, 0.06, 0.00, 0.03, 0.00, 0.00, 0.00, 0.00, 0.00, 0.00, 0.00, 0.00, 0.00, 0.00, 0.00, 0.00, 0.00, 0.00, 0.00, 0.00, 0.00, 0.00, 0.00, 0.00, 0.00, 0.00, 0.00, 0.00, 0.00, 0.00, 0.00, 0.00, 0.00, 0.00, 0.00, 0.00, 0.00, 0.00, 0.00, 0.00, 0.00, 0.00, 0.00, 0.00, 0.00, 0.00, 0.00, 0.00, 0.00, 0.00, 0.00, 0.00, 0.00, 0.00, 0.00, 0.00, 0.00, 0.00, 0.00, 0.00],
  "orbital_gap_ev": [7.3, 5.3],
  "homo_ev": [-5.73, -5.73],
  "s_squared": 0.788,
  "charge": -1,
  "spin_multiplicity": 2
}

=====

No. 3
{
  "formula": "C4H6O2",
  "method": "ωB97M-V/def2-TZVPD",
  "elements": ["O", "C", "C", "C", "O", "C", "H", "H", "H", "H", "H", "H"],
  "coordinates": [[-1.544, 0.476, -0.889], [-0.230, 0.418, -0.462], [0.899, -0.728, -0.778], [0.400, -0.964, 0.533], [0.764, -0.026, 1.495], [-0.125, 0.952, 0.967], [-1.616, 0.546, -1.846], [0.635, -1.533, -1.480], [1.886, -0.311, -0.935], [-0.207, -1.807, 0.846], [0.226, 1.972, 1.151], [-1.117, 0.823, 1.439]],
  "forces_ev_per_a": [[0.118, -0.448, -0.452], [0.396, -2.464, 1.028], [-0.670, 1.350, -0.510], [-0.979, 0.336, -0.192], [0.151, -0.004, 0.414], [0.213, 0.404, 0.079], [0.268, 0.016, -0.006], [-0.180, 0.736, 0.089], [0.133, -0.151, 0.004], [0.113, 0.018, -0.097], [0.113, 0.032, -0.178], [0.324, 0.173, -0.178]],
  "lowdin_charge": [0.00, -0.23, -0.04, -0.22, -0.07, -0.16, 0.10, 0.12, 0.10, 0.15, 0.12, 0.13],
  "orbital_gap_ev": 8.6,
  "homo_ev": -7.74
}

=====

No. 4
{
  "formula": "C9H14CoN7S",
  "method": "ωB97M-V/def2-TZVPD",
  "elements": ["Co", "C", "C", "N", "N", "C", "S", "N", "N", "H", "H", "H", "H", "H", "H", "N", "C", "C", "C", "C", "C", "N", "N", "C", "H", "H", "H", "H", "H", "H", "H", "H"],
  "coordinates": [[-0.293, 0.801, 0.252], [0.119, -4.537, -4.215], [-0.357, -3.235, -3.871], [-1.437, -2.715, -4.358], [-1.437, -1.449, -3.795], [-0.537, -1.308, -2.855], [-1.167, 1.116, -1.650], [0.584, -0.673, -0.788], [0.424, -1.978, -0.526], [0.079, -4.653, -5.322], [-0.379, -5.277, -3.665], [1.124, -4.609, -3.879], [-2.134, -0.747, -4.104], [1.270, -2.321, -0.063], [0.493, -2.624, -1.467], [0.299, -2.437, -2.937], [-0.399, -0.349, -1.818], [-0.832, 4.725, 3.345], [-0.144, 3.455, 3.032], [0.624, 2.471, 3.736], [0.776, 1.363, 2.864], [0.078, 1.635, 1.731], [-0.406, 2.956, 1.801], [1.510, 0.103, 3.088], [-1.875, 4.625, 3.107], [-0.424, 5.637, 2.879], [-0.895, 4.812, 4.422], [1.172, 2.594, 4.691], [-0.897, 3.356, 1.025], [2.376, -0.051, 2.438], [0.849, -0.679, 2.749], [1.840, -0.005, 4.152]],
  "forces_ev_per_a": [[-0.142, -3.152, -1.951], [1.011, -0.344, -1.841], [0.929, 2.060, 1.918], [-0.356, 2.354, -0.597], [-2.424, 0.053, -0.742], [2.146, -3.648, -1.098], [-1.185, 1.383, -1.877], [-4.727, 2.078, -3.344], [2.728, -3.866, 0.690], [-0.110, -0.385, 0.919], [-1.131, -1.276, 0.339], [1.098, -0.076, 0.000], [0.528, -0.909, 0.427], [-0.247, 0.351, 0.553], [-0.495, 1.825, 1.684], [-2.886, 0.804, -1.327], [4.334, 0.004, 2.125], [0.212, 0.426, 1.079], [0.367, -1.201, -0.615], [0.102, 0.891, -0.656], [-1.120, 2.634, -0.018], [1.275, 2.957, 3.192], [1.565, -2.447, 2.166], [0.353, -0.405, 0.230], [-0.477, -0.003, -0.634], [-0.004, -0.490, 0.258], [0.482, 0.483, 0.305], [-0.849, -0.041, -0.722], [-0.249, 0.127, -0.061], [0.103, 0.590, 0.103], [-0.300, -0.738, 0.510], [-0.531, -0.040, -1.015]],
  "lowdin_spin": [2.44, 0.00, 0.00, 0.01, 0.00, 0.00, 0.18, 0.11, 0.05, 0.00, 0.00, 0.00, 0.00, 0.00, 0.00, 0.01, 0.06, 0.00, 0.01, 0.01, 0.02, 0.06, 0.02, 0.00, 0.00, 0.00, 0.00, 0.00, 0.00, 0.00, 0.00, 0.00],
  "orbital_gap_ev": [6.6, 6.8],
  "homo_ev": [-10.96, -11.29],
  "s_squared": 3.768,
  "charge": 1,
  "spin_multiplicity": 4
}

=====

Here are the calculated energy above the lowest of the compared OMol25 structures with the same formula, charge and spin numbers, same order: 13.790, 0.067, 4.193, 3.359 (eV).
Here are the calculated largest force on an atom numbers, same order: 15.8, 1.7, 2.7, 6.2 (eV Å⁻¹).